ORCA calculation (the ωB97M-V functional and the def2-TZVPD basis) on a structure of composition C4H11N3 in a non-equilibrium geometry.

Atoms and positions in Å:
C: -2.675185 -0.483569 1.118283
C: -2.247345 -0.628687 -1.207890
N: -1.795984 -0.593849 -0.027506
H: -2.428238 -1.279875 1.821776
H: -3.737739 -0.545755 0.857867
H: -2.472645 0.467483 1.610859
H: -1.546014 -0.707745 -2.031229
H: -3.312205 -0.530022 -1.431729
C: 2.445670 1.278273 -0.792496
C: 2.157157 0.302895 0.308067
N: 0.019557 -0.140850 0.263494
N: 2.902691 -0.555015 0.847559
H: 1.092844 0.490627 0.841749
H: 0.246723 -1.080561 0.609019
H: 3.840972 -0.569075 0.436220
H: 2.141614 2.286344 -0.500553
H: 1.860334 1.007038 -1.672452
H: 3.507791 1.282344 -1.051041

Forces on atoms 1 to 6 (eV/Å):
0.04 0.07 0.08
0.22 0.22 0.41
0.12 -0.13 -0.38
0.00 0.05 -0.04
0.11 0.00 -0.10
0.03 -0.06 -0.01

Properties
HOMO-LUMO gap   8.92 eV
Max |F|   1.60 eV Å⁻¹

Charges in e, computed with natural (NBO), in the same order as the atoms: atom 1 (C): -0.432, atom 2 (C): -0.010, atom 3 (N): -0.216, atom 4 (H): 0.219, atom 5 (H): 0.185, atom 6 (H): 0.228, atom 7 (H): 0.198, atom 8 (H): 0.161, atom 9 (C): -0.696, atom 10 (C): 0.238, atom 11 (N): -0.805, atom 12 (N): -0.643, atom 13 (H): 0.256, atom 14 (H): 0.320, atom 15 (H): 0.323, atom 16 (H): 0.227, atom 17 (H): 0.240, atom 18 (H): 0.207